Record 1
The following is a quantum chemistry calculation of C27H30N4NiO5 as an isolated structure in a non-equilibrium geometry, from the Open Molecules 2025 dataset.

Atoms and positions in Å:
1 Ni -0.3033 -0.0404 0.8405
2 C -3.9621 0.9831 -1.0453
3 O -4.6821 1.1242 0.1765
4 C -4.0049 1.7368 1.2130
5 C -4.6865 2.7183 1.9076
6 C -4.0929 3.3553 2.9990
7 C -2.8069 3.0033 3.3566
8 C -2.0854 2.0119 2.6700
9 C -0.7466 1.7132 3.1046
10 N 0.0589 0.8984 2.4818
11 N 1.3107 0.7497 2.9741
12 C 2.0344 0.0060 2.1429
13 O 1.5496 -0.4902 1.0279
14 C 3.4255 -0.2485 2.4652
15 C 4.2311 -1.0094 1.5859
16 C 5.5604 -1.2557 1.8746
17 C 6.1478 -0.7622 3.0426
18 C 5.3576 -0.0063 3.9210
19 C 4.0309 0.2476 3.6448
20 C -2.6945 1.3200 1.5786
21 O -2.1585 0.3207 0.9469
22 H -4.7165 0.8401 -1.8220
23 H -3.3872 1.8906 -1.2575
24 H -3.2740 0.1413 -1.0126
25 H -5.6867 2.9754 1.5759
26 H -4.6280 4.1255 3.5430
27 H -2.3206 3.5003 4.1911
28 H -0.3570 2.2312 3.9802
29 H 3.7789 -1.3923 0.6801
30 H 6.1531 -1.8427 1.1794
31 H 7.1906 -0.9593 3.2655
32 H 5.7943 0.3872 4.8342
33 H 3.4231 0.8324 4.3224
34 C 1.6938 4.7276 -2.8481
35 O 0.8760 4.3177 -1.7751
36 C 0.9083 3.0057 -1.3412
37 O 0.1395 2.6484 -0.4959
38 N 1.8268 2.2145 -1.9558
39 N 2.0407 0.8744 -1.5786
40 H 1.4279 5.7624 -3.0563
41 H 1.5157 4.1308 -3.7474
42 H 2.7581 4.6915 -2.5907
43 H 2.5147 2.5913 -2.5769
44 H 2.2472 0.8321 -0.5799
45 H 1.1417 0.3726 -1.6299
46 C 1.2664 -2.5161 -1.7282
47 C -0.1395 -2.3839 -1.0990
48 C -0.0811 -3.1605 0.2286
49 C -0.5045 -0.9276 -0.8465
50 C -1.2135 -2.9518 -2.0192
51 C -2.3775 -3.5438 -1.5178
52 C -3.3921 -3.9838 -2.3533
53 C -3.2840 -3.8462 -3.7323
54 C -2.1395 -3.2595 -4.2514
55 C -1.1236 -2.8254 -3.4104
56 H 1.9838 -2.0914 -1.0246
57 H 1.3576 -1.9544 -2.6589
58 H 1.5295 -3.5636 -1.9206
59 H 0.7460 -2.7675 0.8190
60 H 0.0726 -4.2342 0.0617
61 H -0.9869 -3.0117 0.8167
62 H -1.1133 -0.5035 -1.6514
63 H -2.5018 -3.6390 -0.4481
64 H -4.2821 -4.4281 -1.9212
65 H -4.0794 -4.1837 -4.3868
66 H -2.0342 -3.1343 -5.3241
67 H -0.2469 -2.3645 -3.8449

E	-3150.27926	a.u.
orbital gap (spin up / spin down)	0.087 / 0.099	Ha
lowest unoccupied orbital energy (spin up / spin down)	4.415 / 4.398	eV
total charge	-2
HOMO energy (spin up / spin down)	2.035 / 1.700	eV

Record 2
The following is a quantum chemistry calculation of C51H56N12O6RbSb as an isolated structure in a non-equilibrium geometry, from the Open Molecules 2025 dataset.

Atoms and positions in Å:
1 Rb 0.3383 -0.2109 0.9328
2 O -0.6768 -0.3909 4.8222
3 C 0.1686 -0.2705 3.9377
4 O 0.6153 -1.1126 3.1522
5 C 0.8761 1.1594 3.9275
6 C 1.9103 1.4388 2.8259
7 C 2.8682 2.5350 3.3394
8 C 1.9401 3.7630 3.3024
9 C 0.6706 3.1429 2.6732
10 O 1.1915 2.1439 1.8196
11 C -0.0853 2.3271 3.7326
12 C -1.4914 1.9765 3.0944
13 O -2.4063 2.7343 3.4381
14 O -1.5127 1.0752 2.2508
15 H 1.3396 1.1868 4.9194
16 H 2.3970 0.5601 2.4082
17 H 3.2631 2.3236 4.3323
18 H 3.7042 2.6424 2.6463
19 H 1.7423 4.1737 4.2916
20 H 2.3380 4.5606 2.6694
21 H 0.0571 3.8589 2.1207
22 H -0.2848 2.8873 4.6473
23 C -2.7364 -2.2708 2.8009
24 C -2.3588 -1.7463 1.5680
25 N -1.5260 -2.3859 0.7737
26 C -1.0288 -3.5454 1.2071
27 C -1.4501 -4.0836 2.4228
28 N -2.3164 -3.4589 3.2040
29 C 0.0369 -4.1507 0.3899
30 C 0.3080 -5.5149 0.3605
31 C 1.4491 -5.9902 -0.3105
32 C 2.2461 -5.0233 -0.9369
33 C 1.8481 -3.6927 -0.9276
34 N 0.7655 -3.2724 -0.2824
35 C 2.6277 -2.6242 -1.5580
36 C 3.8875 -2.7929 -2.1308
37 N 4.6089 -1.7625 -2.5567
38 C 4.0977 -0.5586 -2.3858
39 C 2.8123 -0.3848 -1.8650
40 N 2.0678 -1.4129 -1.5193
41 C 1.8122 -7.4010 -0.3273
42 C 1.1434 -8.3548 0.4595
43 C 1.5524 -9.6686 0.4467
44 N 2.5676 -10.1324 -0.2770
45 C 3.1974 -9.2405 -1.0370
46 C 2.8680 -7.9062 -1.1082
47 H -3.4083 -1.7465 3.4646
48 H -2.7331 -0.7962 1.2217
49 H -1.0923 -5.0424 2.7836
50 H -0.3604 -6.1914 0.8671
51 H 3.1759 -5.2933 -1.4086
52 H 4.3544 -3.7617 -2.2446
53 H 4.7386 0.2744 -2.6405
54 H 2.3433 0.5865 -1.7921
55 H 0.3201 -8.0676 1.0929
56 H 1.0438 -10.4050 1.0591
57 H 4.0211 -9.6366 -1.6196
58 H 3.4342 -7.2658 -1.7643
59 N -4.1269 0.3654 -1.8782
60 C -3.7212 1.4133 -1.0578
61 C -4.7108 2.2583 -0.5426
62 C -4.3267 3.2602 0.3284
63 C -2.9855 3.4016 0.6453
64 C -2.0834 2.5335 0.0464
65 N -2.4331 1.5794 -0.8022
66 C -3.4355 -0.7900 -2.1745
67 C -4.1750 -1.9145 -2.5774
68 C -3.4950 -3.0850 -2.8351
69 C -2.1145 -3.1063 -2.6923
70 C -1.4757 -1.9325 -2.3195
71 N -2.1147 -0.8011 -2.0868
72 H -5.1312 0.2826 -1.9655
73 H -5.7535 2.0986 -0.7936
74 H -5.0695 3.9106 0.7706
75 H -2.6608 4.1321 1.3664
76 H -1.0233 2.5988 0.2351
77 H -5.2533 -1.8636 -2.6536
78 H -4.0389 -3.9750 -3.1238
79 H -1.5529 -4.0108 -2.8637
80 H -0.4042 -1.8892 -2.1959
81 C -2.1706 3.5469 -3.7270
82 C -0.9346 4.3755 -3.4072
83 C -0.6529 5.3422 -4.5487
84 C -1.1969 5.1802 -2.1428
85 Sb 0.6367 2.8024 -2.8185
86 C 2.4949 4.0757 -2.3152
87 C 3.7342 3.1932 -2.3287
88 C 2.2794 4.5495 -0.8842
89 C 2.6994 5.2491 -3.2602
90 C 1.0501 1.8100 -4.8702
91 C 0.7101 2.6675 -6.0799
92 C 0.1426 0.5841 -4.8189
93 C 2.4933 1.3461 -4.9861
94 H -3.0431 4.1896 -3.8641
95 H -2.3817 2.8513 -2.9192
96 H -2.0338 2.9733 -4.6409
97 H -1.4594 6.0794 -4.6074
98 H -0.6077 4.8368 -5.5055
99 H 0.2792 5.8791 -4.4033
100 H -2.0791 5.8137 -2.2689
101 H -0.3554 5.8309 -1.9126
102 H -1.3749 4.5174 -1.2997
103 H 3.6200 2.3429 -1.6606
104 H 4.5958 3.7644 -1.9732
105 H 3.9626 2.8396 -3.3301
106 H 2.1131 3.6992 -0.2240
107 H 1.4300 5.2231 -0.7995
108 H 3.1633 5.0819 -0.5277
109 H 2.6633 4.9211 -4.2983
110 H 3.6733 5.7131 -3.0869
111 H 1.9390 6.0098 -3.1029
112 H -0.3590 2.8518 -6.1331
113 H 1.0000 2.1562 -7.0031
114 H 1.2297 3.6238 -6.0451
115 H -0.9037 0.8688 -4.7124
116 H 0.3975 -0.0589 -3.9775
117 H 0.2444 -0.0109 -5.7306
118 H 3.1543 2.1703 -5.2462
119 H 2.5789 0.5936 -5.7740
120 H 2.8275 0.8907 -4.0616
121 O 3.7902 0.0667 0.3340
122 N 4.2493 -1.0661 0.6936
123 C 5.3548 -1.1266 1.4252
124 C 5.8969 -2.3660 1.7852
125 N 6.4312 -3.3339 2.1156
126 C 6.1083 -0.0188 1.8573
127 N 6.7133 0.9207 2.1439

E	-3349.89700	a.u.
orbital gap	0.205	Ha
lowest unoccupied orbital energy	2.984	eV
total charge	-2
HOMO energy	-2.581	eV

Record 3
The following is a quantum chemistry calculation of a 10-piece molecular cluster, C30H85N5O15 overall in a non-equilibrium geometry, from the Open Molecules 2025 dataset.

Atoms and positions in Å:
1 C 24.5518 22.2998 12.3979
2 C 23.0936 21.9879 12.6414
3 C 22.3361 22.7047 13.7216
4 O 22.8638 22.3727 14.9713
5 C 22.0933 22.7233 16.0727
6 N 22.4684 22.1526 11.3470
7 H 25.0722 21.5822 11.7636
8 H 25.0530 22.2670 13.3653
9 H 24.6928 23.2719 11.9252
10 H 23.0346 20.9537 12.9806
11 H 21.2971 22.4206 13.5545
12 H 22.2932 23.7819 13.5604
13 H 22.7558 22.6360 16.9339
14 H 21.2260 22.0635 16.0481
15 H 21.7673 23.7553 15.9428
16 H 22.6911 23.0428 10.9249
17 H 21.4625 22.2150 11.4127
18 C 14.5302 7.8878 6.8621
19 C 14.5855 8.8174 8.1392
20 C 15.8934 9.5705 8.3753
21 O 16.7455 8.5944 8.8749
22 C 18.1436 8.9666 9.1107
23 N 13.5757 9.8070 8.0402
24 H 15.3157 7.1346 6.9233
25 H 14.7522 8.4497 5.9549
26 H 13.5853 7.3444 6.8542
27 H 14.5099 8.1857 9.0243
28 H 15.8135 10.3156 9.1669
29 H 16.2305 10.0469 7.4548
30 H 18.1317 9.8734 9.7155
31 H 18.6222 9.1999 8.1596
32 H 18.6966 8.2258 9.6882
33 H 14.0578 10.4274 7.4055
34 H 13.7234 10.3044 8.9067
35 C 17.4885 15.8928 12.0867
36 C 16.9327 16.0414 13.4710
37 C 15.8707 17.1191 13.6020
38 O 15.2266 17.0822 14.8745
39 C 16.1084 17.2115 15.9591
40 N 16.3618 14.7963 13.8548
41 H 18.2959 15.1854 11.8971
42 H 17.8807 16.8533 11.7525
43 H 16.6465 15.5750 11.4718
44 H 17.7734 16.2504 14.1326
45 H 15.1169 16.7825 12.8903
46 H 16.2548 18.0916 13.2941
47 H 16.6618 18.1487 16.0191
48 H 16.7610 16.3442 16.0596
49 H 15.3409 17.2899 16.7291
50 H 17.0414 14.0541 13.9417
51 H 16.0449 14.8423 14.8127
52 C 12.1074 22.2673 20.8722
53 C 12.2244 23.1156 22.1322
54 C 11.1369 23.0061 23.1434
55 O 11.1737 24.0058 24.2055
56 C 10.3123 23.6706 25.2434
57 N 13.5685 22.8982 22.6711
58 H 11.1570 22.4918 20.3881
59 H 12.0188 21.2323 21.2024
60 H 12.9640 22.3902 20.2094
61 H 12.1947 24.1394 21.7594
62 H 11.0637 21.9959 23.5459
63 H 10.2757 23.1887 22.5006
64 H 10.2402 24.3576 26.0866
65 H 10.7996 22.8134 25.7081
66 H 9.2697 23.4893 24.9822
67 H 14.0102 23.7721 22.9187
68 H 13.3583 22.4711 23.5619
69 C 11.0107 22.9334 12.3494
70 C 12.0062 21.9503 12.9442
71 C 12.9585 22.5781 14.0406
72 O 14.1628 23.0931 13.5188
73 C 15.0470 23.5761 14.5669
74 N 11.3270 20.8396 13.5363
75 H 11.6298 23.8240 12.2406
76 H 10.1678 23.1547 13.0041
77 H 10.5627 22.6128 11.4089
78 H 12.7603 21.6180 12.2307
79 H 13.2487 21.7116 14.6348
80 H 12.5022 23.3375 14.6755
81 H 14.4620 24.1451 15.2895
82 H 15.7363 24.3091 14.1477
83 H 15.6702 22.8431 15.0792
84 H 10.5460 21.2075 14.0605
85 H 11.9172 20.3202 14.1703
86 C 11.3808 12.9420 13.4481
87 C 11.7660 11.7633 14.3105
88 O 11.0593 11.7288 15.5312
89 O 12.3453 13.0766 12.3336
90 H 11.2727 13.8502 14.0412
91 H 10.3648 12.7205 13.1213
92 H 12.8021 11.7989 14.6470
93 H 11.5883 10.8069 13.8187
94 H 11.4860 11.0519 16.0616
95 H 13.1974 13.1312 12.7724
96 C 13.0432 13.7108 20.5174
97 C 13.0705 14.6974 21.7362
98 O 13.0697 13.9296 22.8774
99 O 14.3392 13.3805 20.0023
100 H 12.5484 14.2221 19.6916
101 H 12.3776 12.8721 20.7218
102 H 12.2842 15.4522 21.7361
103 H 14.0600 15.1495 21.6682
104 H 12.2558 13.4207 22.8901
105 H 14.7831 12.6501 20.4393
106 C 16.0462 22.5411 7.8660
107 C 17.0652 21.9524 8.8165
108 O 17.4743 22.8947 9.8172
109 O 15.7434 21.6155 6.8452
110 H 16.5315 23.4285 7.4596
111 H 15.2369 22.9787 8.4505
112 H 17.9693 21.6660 8.2792
113 H 16.6603 21.1011 9.3637
114 H 16.8169 22.8975 10.5168
115 H 15.2028 22.1192 6.2323
116 C 18.3564 6.5934 14.5676
117 C 18.0488 7.9623 15.2084
118 O 18.6130 9.1149 14.5576
119 O 17.4137 6.3701 13.5457
120 H 18.2045 5.7451 15.2351
121 H 19.4049 6.4740 14.2946
122 H 18.3241 8.0203 16.2615
123 H 16.9778 8.1597 15.2520
124 H 19.5494 8.9427 14.4350
125 H 17.5226 7.0510 12.8778
126 C 20.2275 15.1298 5.4707
127 C 20.4438 16.0340 4.2495
128 O 21.2352 15.5254 3.2533
129 O 21.5121 14.9485 6.0039
130 H 19.8863 14.1460 5.1486
131 H 19.5581 15.6021 6.1897
132 H 20.8044 16.9889 4.6319
133 H 19.5220 16.3054 3.7349
134 H 21.9856 15.1321 3.7048
135 H 21.7582 15.7499 6.4716

E	-2596.04306	a.u.
orbital gap	0.344	Ha
lowest unoccupied orbital energy	0.144	eV
SMILES string	COC[C@H](C)N.COC[C@H](C)N.COC[C@H](C)N.COC[C@H](C)N.COC[C@H](C)N.OCCO.OCCO.OCCO.OCCO.OCCO
HOMO energy	-9.224	eV

Looking at ΔE to the lowest compared entry with this formula, charge and spin for the records above, in order, we have 15.43; 36.40; 89.15 kcal per mole.